Record 1
{
  "formula": "C31H56MnN3O3P2",
  "method": "wB97M-V/def2-TZVPD",
  "e_tot_ha": -3438.14797,
  "charge": 1,
  "spin_multiplicity": 6,
  "relative_energy_kcal_mol": 75.4,
  "elements": ["C", "C", "C", "C", "C", "H", "H", "H", "N", "P", "P", "C", "H", "H", "C", "O", "C", "H", "C", "C", "C", "C", "C", "H", "H", "H", "C", "H", "H", "H", "C", "H", "H", "H", "C", "H", "H", "H", "C", "H", "H", "H", "C", "H", "H", "H", "C", "H", "H", "H", "C", "H", "H", "H", "C", "H", "H", "H", "C", "H", "H", "H", "C", "H", "H", "H", "C", "H", "H", "H", "Mn", "N", "C", "C", "C", "C", "C", "H", "H", "H", "H", "H", "H", "H", "H", "H", "N", "C", "C", "O", "O", "H", "H", "H", "H", "H"],
  "positions_angstrom": [[-2.2776, 0.3121, -1.3706], [-2.1306, -1.1956, 0.4897], [-3.6096, -0.0097, -1.5483], [-3.3849, -1.7335, 0.1232], [-4.1528, -1.0915, -0.8563], [-4.1957, 0.5704, -2.2570], [-3.7508, -2.5787, 0.6754], [-5.1590, -1.4248, -1.0530], [-1.5561, -0.2500, -0.3735], [0.2116, 1.1279, -2.3429], [-0.1021, -0.4392, 2.1926], [-1.6119, 1.3430, -2.2947], [-2.0343, 1.2969, -3.3110], [-1.8296, 2.3610, -1.9312], [2.0731, 1.0781, -0.0543], [3.1891, 1.4919, -0.1476], [-1.6303, -1.3637, 1.7971], [-1.7031, -2.4168, 2.2039], [1.3814, -1.3323, 3.1236], [-1.3135, 0.3623, 3.4344], [0.5161, -0.2257, -3.6405], [0.8618, 2.7933, -2.9634], [2.6941, -1.2370, 2.3205], [2.9963, -0.1924, 2.1741], [3.4855, -1.7418, 2.9004], [2.6262, -1.7228, 1.3387], [1.6488, -0.7018, 4.4889], [1.8547, 0.3669, 4.3774], [0.8309, -0.8516, 5.1975], [2.5466, -1.1629, 4.9254], [0.9776, -2.7967, 3.2297], [1.7804, -3.3663, 3.7311], [0.0593, -2.9470, 3.8172], [0.8399, -3.2178, 2.2218], [-0.6116, 1.4831, 4.1859], [0.1104, 2.0017, 3.5440], [-1.3665, 2.2105, 4.5084], [-0.0887, 1.1117, 5.0696], [-2.5075, 0.9418, 2.6448], [-2.1684, 1.6574, 1.8830], [-3.0851, 0.1552, 2.1360], [-3.2136, 1.4138, 3.3399], [-1.8317, -0.7633, 4.3616], [-2.0815, -1.6906, 3.8183], [-1.1178, -1.0482, 5.1430], [-2.7893, -0.4435, 4.7953], [2.3523, 2.6436, -3.3048], [2.7437, 3.6381, -3.5666], [2.9229, 2.2760, -2.4417], [2.5349, 1.9819, -4.1608], [0.7057, 3.7970, -1.8176], [-0.3435, 3.9056, -1.5210], [1.2891, 3.4948, -0.9434], [1.0684, 4.7775, -2.1558], [0.0653, 3.3286, -4.1645], [-1.0199, 3.2970, -3.9891], [0.3495, 4.3829, -4.3086], [0.2879, 2.8032, -5.1003], [-0.5295, -1.3278, -3.4512], [-1.5448, -0.9915, -3.7002], [-0.2864, -2.1635, -4.1215], [-0.5406, -1.7073, -2.4265], [1.9330, -0.7790, -3.4479], [2.0202, -1.3316, -2.5170], [2.1580, -1.4854, -4.2574], [2.7008, 0.0006, -3.4274], [0.3804, 0.3139, -5.0725], [-0.5973, 0.7901, -5.2545], [1.1891, 1.0093, -5.3435], [0.4586, -0.5450, -5.7630], [0.4639, 0.3141, -0.0775], [1.2100, -1.6712, -0.6007], [1.1282, -2.8601, -0.5404], [0.5235, -4.2032, -0.3912], [-0.5339, -4.6856, 0.6573], [-0.1571, -4.3896, -1.7537], [1.8612, -4.9359, -0.1288], [-0.2532, -4.5527, 1.7068], [-1.5087, -4.2054, 0.5106], [-0.7188, -5.7810, 0.5492], [0.4196, -3.8787, -2.5327], [-0.3337, -5.4221, -2.0688], [-1.1292, -3.8881, -1.6837], [1.7930, -5.9593, 0.2843], [2.4460, -4.9154, -1.0726], [2.4407, -4.3380, 0.6209], [0.8351, 5.6400, 1.8514], [-0.4011, 4.8168, 1.7314], [0.1385, 3.4210, 1.3997], [1.3351, 3.2174, 1.7560], [-0.6200, 2.6221, 0.7729], [1.5808, 4.9398, 2.0975], [0.7459, 6.3906, 2.5326], [1.0506, 6.0753, 0.9477], [-0.9313, 4.8074, 2.6910], [-1.0631, 5.1982, 0.9494]],
  "forces_ev_per_angstrom": [[-0.59, 0.77, -1.25], [-2.24, -0.07, -1.78], [0.06, -0.50, -0.01], [2.15, 0.14, 1.04], [-0.97, 0.43, -1.09], [0.03, -0.24, 0.01], [-0.33, -0.07, 0.35], [-0.10, 0.05, -0.02], [2.34, 0.43, 1.85], [-0.54, -0.28, -0.19], [-0.57, 0.21, 0.16], [-0.54, -0.14, 0.42], [0.06, -0.11, 0.28], [0.27, -0.17, 0.03], [7.31, 2.67, 0.48], [-4.91, -1.78, 0.29], [3.04, -4.01, -1.77], [-0.44, 1.38, -0.42], [-0.79, -0.10, -0.21], [0.61, 0.31, 0.26], [0.04, 0.62, -0.11], [-0.02, -0.49, -0.05], [-0.23, 0.12, -0.14], [-0.03, -0.21, 0.04], [-0.27, 0.15, -0.18], [0.04, 0.19, 0.33], [0.10, -0.05, 0.09], [-0.02, -0.14, 0.13], [0.16, 0.09, -0.14], [-0.17, 0.03, -0.12], [0.28, -0.39, 0.24], [-0.22, 0.12, -0.17], [0.20, 0.05, -0.22], [0.09, 0.23, 0.51], [-0.21, 0.46, 0.42], [-0.12, -0.07, 0.17], [0.17, 0.00, 0.15], [-0.10, 0.20, -0.11], [-0.16, -0.07, -0.25], [-0.23, -0.17, 0.31], [0.12, 0.51, 0.29], [0.31, 0.12, 0.05], [-0.26, -0.17, 0.17], [0.09, 0.70, 0.52], [-0.29, 0.29, -0.01], [0.36, 0.07, 0.26], [0.10, 0.26, -0.03], [-0.02, -0.22, 0.04], [-0.09, 0.09, -0.27], [-0.08, 0.23, 0.26], [0.01, 0.08, 0.13], [0.19, -0.02, 0.00], [-0.07, 0.05, -0.06], [-0.01, -0.16, -0.01], [0.02, 0.14, -0.20], [0.32, 0.05, -0.06], [-0.11, -0.25, 0.01], [-0.11, 0.22, 0.37], [-0.12, -0.11, 0.09], [0.27, -0.04, 0.06], [0.01, 0.15, 0.07], [-0.08, 0.11, -0.15], [0.12, -0.20, 0.01], [0.02, 0.11, -0.16], [0.01, 0.20, 0.01], [-0.13, -0.14, -0.18], [-0.01, -0.16, -0.33], [0.37, -0.15, 0.07], [-0.36, -0.28, 0.10], [-0.06, 0.27, 0.23], [-3.49, -0.20, -0.56], [0.38, -4.98, 0.34], [-2.74, 5.48, 1.22], [0.82, -1.69, -0.12], [-0.24, 0.50, 0.52], [0.03, 0.09, -0.66], [0.96, -0.46, -0.05], [0.05, 0.00, -0.36], [0.27, 0.11, -0.04], [0.52, 0.77, -0.41], [-0.13, -0.29, -0.05], [0.20, 0.02, 0.37], [0.14, -0.06, -0.19], [-0.21, 0.42, -0.50], [-0.11, -0.31, 0.61], [-0.38, -0.59, -0.48], [-0.27, 1.06, -0.15], [-0.28, -0.22, 0.00], [-0.07, -2.12, -1.07], [-0.76, 0.53, -0.11], [1.06, 1.27, 0.84], [-0.11, -0.33, -0.12], [0.12, -0.04, 0.08], [0.15, -0.22, 0.28], [0.17, -0.01, -0.22], [0.21, -0.04, 0.17]]
}

Record 2
{
  "formula": "C31H56N2O3OsP2",
  "method": "wB97M-V/def2-TZVPD",
  "e_tot_ha": -2321.67763,
  "charge": 4,
  "spin_multiplicity": 5,
  "relative_energy_kcal_mol": 0.0,
  "elements": ["Os", "C", "O", "C", "O", "P", "C", "H", "C", "H", "C", "H", "C", "P", "H", "H", "C", "H", "C", "H", "H", "H", "C", "H", "H", "H", "C", "H", "H", "H", "C", "H", "H", "H", "C", "H", "H", "H", "C", "H", "H", "H", "C", "H", "H", "H", "C", "H", "C", "H", "H", "C", "H", "H", "H", "C", "H", "H", "H", "C", "H", "H", "H", "C", "H", "H", "H", "H", "H", "C", "N", "N", "C", "O", "C", "C", "C", "C", "C", "C", "C", "C", "C", "H", "H", "H", "H", "H", "H", "H", "H", "H", "H", "H", "H"],
  "positions_angstrom": [[-0.4351, -1.1437, -0.5128], [-0.6599, -1.0054, -2.3618], [-0.7179, -0.7596, -3.5008], [-0.2822, -1.2840, 1.4017], [-0.1390, -1.2484, 2.5566], [1.6489, -2.2869, -0.7725], [3.1936, -1.2154, -0.5235], [4.0777, -1.8624, -0.6391], [2.0939, -3.8319, 0.2317], [1.6635, -3.5770, 1.2144], [1.9534, -2.9063, -2.5328], [1.8443, -1.9800, -3.1232], [-3.8672, -0.6850, -1.7339], [-2.7534, -0.3592, -0.2311], [-3.9761, 1.7080, 0.3197], [-3.3162, -0.1742, -2.5415], [-3.8920, -0.9643, 1.1647], [-4.9136, -0.7919, 0.7740], [1.4289, -5.1333, -0.2480], [2.0957, -5.7141, -0.9040], [0.4781, -4.9745, -0.7602], [1.2197, -5.7736, 0.6202], [3.6064, -4.0857, 0.4284], [3.7762, -5.1473, 0.6664], [4.0174, -3.4988, 1.2579], [4.1895, -3.8755, -0.4765], [3.3347, -3.5003, -2.8578], [4.1756, -2.8658, -2.5558], [3.4093, -3.6183, -3.9508], [3.4642, -4.5070, -2.4360], [0.8458, -3.8803, -2.9590], [0.6503, -3.7496, -4.0319], [-0.0970, -3.6959, -2.4283], [1.1473, -4.9273, -2.8136], [3.2763, -0.1012, -1.5758], [3.8761, -0.4092, -2.4500], [3.7452, 0.7950, -1.1433], [2.2753, 0.1835, -1.9191], [3.2259, -0.6551, 0.8933], [2.4133, 0.0653, 0.9986], [4.1685, -0.1105, 1.0672], [3.1144, -1.4236, 1.6726], [-5.2996, -0.1121, -1.7135], [-5.4069, 0.8254, -1.1567], [-6.0200, -0.8436, -1.3191], [-5.6093, 0.0927, -2.7515], [-3.9047, -2.1824, -2.0539], [-4.4150, -2.7497, -1.2645], [-2.0006, 2.0928, 0.9033], [-2.8950, -2.5850, -2.1982], [-4.4661, -2.3341, -2.9874], [-2.8498, 2.2260, -1.4574], [-1.1226, 2.4124, 0.3589], [-2.3601, 2.9924, 1.4285], [-1.7118, 1.3770, 1.6674], [-2.9785, 1.5227, -0.0978], [-2.4927, 3.2584, -1.3211], [-3.8173, 2.2730, -1.9744], [-2.1245, 1.6982, -2.0965], [-3.7635, -0.2081, 2.4972], [-2.7609, -0.3378, 2.9294], [-4.4796, -0.6315, 3.2173], [-3.9853, 0.8613, 2.4092], [-3.7284, -2.4669, 1.4192], [-3.6943, -3.0523, 0.4964], [-4.5825, -2.8268, 2.0129], [-2.8161, -2.6713, 1.9966], [-0.4841, 0.5511, -0.7529], [0.8327, -0.1487, -1.0019], [1.6241, 4.8110, 2.8305], [1.3661, 3.4304, 2.6927], [0.9995, 2.9314, 1.4886], [0.8559, 1.5382, 1.7289], [0.1352, 0.7709, 1.0708], [1.1934, 1.2479, 3.0712], [1.4615, 2.4653, 3.6133], [1.8223, 2.5926, 5.0032], [0.9685, 3.7058, 0.2589], [2.0513, 3.6184, -0.6426], [2.1637, 4.5691, -1.6538], [1.2007, 5.5754, -1.7882], [0.1188, 5.6454, -0.9033], [-0.0031, 4.7192, 0.1232], [2.4413, 5.1069, 2.1840], [1.9145, 4.8984, 3.8677], [0.7231, 5.3809, 2.6453], [1.1503, 0.2353, 3.4949], [2.8293, 2.9826, 5.0443], [1.0921, 3.2295, 5.4809], [1.7935, 1.5950, 5.4498], [2.8022, 2.8375, -0.4836], [3.0219, 4.5242, -2.3291], [1.3003, 6.3228, -2.5808], [-0.6329, 6.4308, -0.9950], [-0.8167, 4.7727, 0.8538]],
  "forces_ev_per_angstrom": [[0.25, 2.11, 1.35], [-0.77, 0.89, -8.61], [0.12, -0.99, 4.24], [0.52, -1.57, 6.31], [-0.70, -0.94, -3.40], [3.64, -2.53, -1.21], [-0.29, 0.07, 0.14], [-0.64, 0.01, -0.03], [-0.53, 0.18, 0.91], [0.12, -0.25, -0.05], [-0.55, 0.62, 0.00], [0.04, -0.19, 0.03], [0.76, -0.20, -0.31], [-3.54, 0.72, -0.04], [0.01, -0.51, -0.27], [-0.13, -0.16, 0.12], [0.33, -0.23, 0.32], [0.57, 0.10, -0.16], [-0.39, -0.22, 0.06], [-0.27, 0.35, 0.12], [0.10, -0.14, 0.19], [0.16, 0.22, -0.18], [0.25, 0.33, -0.06], [-0.24, 0.37, -0.01], [-0.01, -0.09, -0.23], [-0.14, -0.18, 0.34], [0.11, -0.06, -0.01], [-0.16, -0.16, -0.05], [-0.14, 0.09, 0.33], [-0.06, 0.39, -0.04], [-0.07, 0.00, -0.65], [0.01, -0.08, 0.24], [0.00, -0.19, -0.12], [-0.22, 0.47, 0.00], [0.29, -0.13, -0.05], [-0.39, 0.20, 0.32], [0.02, -0.25, -0.14], [0.14, 0.19, -0.26], [0.13, 0.17, 0.20], [0.12, -0.07, 0.06], [-0.24, -0.28, -0.01], [0.08, 0.20, -0.21], [-0.07, 0.07, 0.16], [-0.02, -0.20, -0.08], [0.28, 0.24, 0.02], [0.19, -0.11, 0.35], [-0.12, 0.01, -0.16], [0.13, 0.15, -0.36], [-0.29, 0.81, 0.52], [-0.13, -0.17, 0.02], [0.21, 0.00, 0.25], [-0.12, -0.09, -0.01], [0.26, -0.02, -0.17], [-0.36, -0.25, -0.23], [-0.28, 0.18, 0.11], [0.13, -0.18, 0.05], [-0.17, -0.24, -0.03], [0.42, -0.05, 0.00], [-0.14, 0.27, -0.01], [0.07, 0.05, -0.07], [-0.20, 0.04, -0.01], [0.20, 0.11, -0.25], [0.04, -0.20, 0.06], [0.03, -0.15, 0.00], [0.02, 0.02, 0.27], [0.30, 0.09, -0.17], [-0.16, 0.01, -0.09], [-0.25, -0.98, -0.83], [-0.51, -0.35, 0.28], [0.42, 0.68, 0.98], [-0.13, -0.57, -0.78], [-0.15, -1.39, -0.73], [-2.35, -1.14, -1.03], [2.81, 2.64, -0.19], [0.23, -0.32, -0.77], [0.30, -0.71, 0.82], [0.14, 0.34, 0.66], [2.84, -0.75, 0.05], [-1.24, -1.25, 2.08], [1.11, -0.95, -0.49], [-1.95, 1.61, 0.18], [0.16, 0.54, -0.75], [-0.76, 0.68, 0.08], [0.18, 0.18, -0.14], [0.15, 0.68, 0.19], [-0.17, 0.28, -0.01], [0.12, 0.90, 0.01], [0.31, 0.31, 0.59], [0.09, 0.35, 0.64], [0.07, 0.34, 0.09], [-0.18, 0.40, -0.18], [-0.19, 0.14, 0.16], [-0.03, -0.24, 0.21], [0.26, -0.16, -0.09], [0.18, 0.06, -0.36]]
}

> Which of these has the highest charge?

C31H56N2O3OsP2